{"formula": "C2H4OS2", "method": "wB97M-V/def2-TZVPD", "multiplicity": 1, "e_above_lowest_kj_mol": 228.5, "charge": 0, "gap_ev": 7.68, "homo_ha": -0.302, "symbols": ["C", "C", "O", "S", "S", "H", "H", "H", "H"], "coordinates": [[1.47799, -0.30248, -0.26983], [-1.02748, 0.12938, -0.16983], [-2.13768, -0.23781, 0.41019], [0.82272, 0.10499, 1.43497], [-0.00524, -0.96125, -1.13729], [1.83745, 0.49734, -0.83444], [2.30304, -0.91674, -0.10233], [-0.82918, 1.27510, -0.34990], [-2.44161, 0.41148, 1.01846]], "forces_ev_per_angstrom": [[-2.01, 0.20, 1.44], [3.25, 3.03, 1.76], [-0.07, -1.70, -1.35], [-1.17, 0.21, -2.09], [-0.04, -0.46, 0.20], [0.32, 1.70, -0.64], [0.93, -1.80, -0.28], [-0.72, -2.31, 0.28], [-0.49, 1.13, 0.69]]}

{"formula": "C21H32I2N4O11P", "method": "wB97M-V/def2-TZVPD", "multiplicity": 1, "e_above_lowest_kj_mol": 852.2, "charge": 1, "gap_ev": 6.67, "homo_ha": -0.429, "symbols": ["C", "C", "I", "C", "I", "N", "C", "N", "C", "N", "N", "P", "O", "O", "O", "H", "H", "H", "H", "H", "H", "H", "H", "O", "C", "O", "C", "C", "C", "H", "H", "H", "H", "H", "H", "O", "C", "O", "C", "C", "C", "H", "H", "H", "H", "H", "H", "O", "C", "O", "C", "C", "C", "H", "H", "H", "H", "H", "H", "O", "C", "O", "C", "C", "C", "H", "H", "H", "H", "H", "H"], "coordinates": [[-1.22362, -1.85106, -2.45108], [-1.23626, -0.33632, -1.82424], [-3.13984, 0.80729, -2.04845], [-0.05923, 0.31913, -1.12519], [1.84418, -0.72953, -0.84137], [-0.33033, 1.75988, -0.65234], [-0.05641, 2.91841, -1.58790], [-0.52296, 4.06383, -0.69095], [-1.01699, 3.49832, 0.64575], [-1.52851, 4.32734, 1.61744], [-0.86661, 1.97386, 0.60923], [-1.30792, 0.81678, 1.89657], [-0.33503, -0.45182, 1.98911], [-2.93571, 0.16171, 1.73713], [-1.21661, 1.61582, 3.44478], [-0.38022, -2.51236, -1.98109], [-2.30387, -2.31124, -2.23927], [-1.14055, -1.78569, -3.63813], [0.36319, 2.91489, -2.68047], [-1.97048, 5.24015, 1.30137], [-1.58725, 4.09900, 2.63729], [-2.94580, -0.82544, 1.98529], [-0.33743, 2.13265, 3.51020], [5.88604, -1.88093, -0.84755], [5.80683, -1.52558, -2.01187], [4.67822, -1.62916, -2.77326], [4.97510, -1.22274, -4.10835], [6.19934, -0.35234, -3.99624], [6.93080, -0.96028, -2.82629], [5.15502, -2.11720, -4.71394], [4.12362, -0.67743, -4.52576], [6.79155, -0.32200, -4.91467], [5.90308, 0.67473, -3.75051], [7.59117, -1.77436, -3.13774], [7.48479, -0.20550, -2.26343], [-3.97769, 7.32453, -3.25138], [-4.32598, 6.88647, -2.16741], [-5.41218, 7.33166, -1.47016], [-5.45588, 6.67692, -0.20320], [-4.65296, 5.41476, -0.37984], [-3.60984, 5.82529, -1.38818], [-5.02225, 7.34353, 0.54964], [-6.49457, 6.46529, 0.06687], [-4.23231, 5.03762, 0.55609], [-5.28711, 4.62838, -0.80699], [-2.73127, 6.26561, -0.90854], [-3.32275, 4.99005, -2.03112], [-6.62774, -2.21973, 6.95227], [-5.73384, -1.79537, 6.23879], [-5.90239, -1.41252, 4.93910], [-4.63280, -1.07622, 4.38158], [-3.75360, -0.75250, 5.56104], [-4.29488, -1.66109, 6.63570], [-4.26339, -1.93476, 3.81095], [-4.74098, -0.22211, 3.70674], [-2.68955, -0.90018, 5.35819], [-3.89976, 0.29356, 5.85669], [-3.82351, -2.64747, 6.61012], [-4.19953, -1.21145, 7.62674], [6.71036, -4.79310, -3.03888], [6.03029, -5.48103, -2.29563], [6.16291, -6.83339, -2.16248], [5.13885, -7.32141, -1.29709], [4.70851, -6.13167, -0.47962], [4.90697, -4.98389, -1.43703], [4.32433, -7.72097, -1.91034], [5.53745, -8.12445, -0.67031], [3.68565, -6.21543, -0.10294], [5.37741, -6.01154, 0.38128], [4.02529, -4.81852, -2.06241], [5.18744, -4.06769, -0.91232]], "forces_ev_per_angstrom": [[-1.07, 0.73, -0.08], [3.76, 0.93, 1.68], [1.74, -1.04, 0.16], [-4.68, -1.53, -2.04], [-1.52, 1.20, -0.24], [2.43, -1.76, -4.81], [-3.89, 0.38, 8.88], [0.05, -4.47, 0.79], [1.49, -0.59, -4.18], [0.02, -0.57, -0.91], [-0.69, 5.70, 0.08], [2.02, -7.64, 3.03], [-3.52, 5.45, -1.06], [3.08, 1.54, 0.47], [0.63, 0.70, -3.89], [-1.65, 1.44, -0.95], [2.50, 0.95, -0.33], [0.03, -0.05, 2.65], [-0.88, -0.24, 2.49], [1.15, -1.68, 0.44], [-0.03, -0.03, -1.66], [0.75, 1.95, -0.41], [-1.61, -1.38, -0.15], [-0.88, 0.55, -1.65], [0.58, -0.84, 1.69], [0.19, -0.07, 0.98], [-0.28, -0.02, -0.88], [0.35, 0.64, -0.56], [0.16, 0.42, -0.14], [-0.02, 0.06, 0.11], [-0.02, -0.23, 0.21], [-0.17, -0.02, 0.10], [0.03, -0.13, -0.09], [-0.04, 0.00, 0.20], [0.05, -0.41, 0.09], [-1.00, -0.65, 1.99], [0.69, 1.32, -2.20], [0.47, -0.17, -0.56], [-0.51, 0.15, 0.57], [0.01, -0.79, 0.35], [0.00, -0.63, 0.16], [-0.05, -0.01, -0.05], [0.14, 0.25, -0.15], [-0.19, 0.01, 0.01], [0.09, 0.11, 0.14], [0.08, 0.02, -0.24], [0.25, 0.37, -0.02], [1.34, 0.95, -1.73], [-1.81, -1.21, 1.62], [-0.21, -0.10, 0.34], [0.02, 0.27, -0.49], [0.84, 0.48, 0.07], [0.38, 0.37, 0.16], [-0.01, -0.08, 0.02], [-0.24, -0.20, 0.06], [-0.11, 0.04, -0.04], [0.04, -0.15, -0.09], [-0.11, 0.04, 0.15], [-0.12, -0.42, -0.05], [-0.72, -1.31, 0.97], [0.91, 0.97, -1.37], [0.35, 0.85, -0.33], [-0.26, -0.70, 0.29], [-0.43, 0.05, 0.78], [-0.07, 0.13, 0.57], [0.08, 0.02, 0.02], [0.07, 0.08, -0.32], [0.15, -0.09, -0.03], [-0.13, -0.05, -0.12], [0.11, 0.12, -0.05], [-0.11, 0.01, -0.43]]}

{"formula": "C3H8OS2", "method": "wB97M-V/def2-TZVPD", "multiplicity": 1, "e_above_lowest_kj_mol": 65.3, "smiles": "C1CSCS1.O", "charge": 0, "gap_ev": 9.46, "homo_ha": -0.324, "symbols": ["C", "C", "S", "C", "S", "H", "H", "H", "H", "H", "H", "O", "H", "H"], "coordinates": [[0.08571, -1.26731, 0.86317], [0.27320, 0.20688, 0.71530], [0.48855, 0.67814, -1.03269], [0.91992, -0.96170, -1.66619], [1.30023, -2.04437, -0.23800], [0.04672, -1.64082, 1.90452], [-0.86055, -1.55591, 0.36645], [1.08070, 0.59435, 1.36588], [-0.66448, 0.72198, 0.99970], [0.02358, -1.35872, -2.18037], [1.70698, -0.81104, -2.42992], [-1.36341, 2.75421, 0.17061], [-0.82036, 2.00570, 0.50689], [-2.21679, 2.67861, 0.65464]], "forces_ev_per_angstrom": [[-1.06, -0.70, -1.22], [-0.23, 1.22, 0.69], [0.35, -0.03, 0.11], [-0.83, -0.25, -0.13], [0.97, -0.21, -0.25], [0.54, 0.12, -0.67], [0.07, 0.27, 0.61], [-0.26, -0.21, -0.51], [0.48, -0.89, 0.45], [0.52, 0.09, 0.20], [-0.05, -0.54, 0.82], [-0.54, -0.42, 0.87], [-0.85, 1.43, -0.46], [0.91, 0.11, -0.50]]}

{"formula": "C13H5AsBr4O4ReS4", "method": "wB97M-V/def2-TZVPD", "multiplicity": 1, "e_above_lowest_kj_mol": 155.4, "charge": 1, "gap_ev": [5.66, 5.62], "homo_ha": [-0.420, -0.421], "symbols": ["Re", "Br", "C", "C", "Br", "C", "Br", "C", "O", "C", "O", "C", "Br", "S", "As", "S", "S", "S", "O", "C", "O", "C", "C", "C", "C", "C", "C", "H", "H", "H", "H", "H"], "coordinates": [[-0.42667, -1.54476, -0.19813], [5.48196, -1.63770, 3.44708], [3.98771, -2.13948, 2.43913], [3.77528, -3.50543, 2.11687], [4.98862, -4.80203, 2.70271], [2.67360, -3.90407, 1.37225], [2.28957, -5.66832, 0.90418], [1.80105, -2.90404, 0.94885], [0.67822, -3.08383, 0.24250], [2.01165, -1.57923, 1.25581], [1.03875, -0.79808, 0.76863], [3.10037, -1.16184, 2.01658], [3.27311, 0.66028, 2.38962], [-4.16162, -4.30313, -2.72899], [-2.69055, -2.71655, -3.11187], [-1.23352, -3.30997, -1.37036], [-2.66618, -1.17640, -0.38398], [-2.58456, -4.66729, -4.10315], [-2.77763, 0.55212, -0.43759], [-1.62764, 1.14965, -0.48502], [-0.57131, 0.44765, -0.44797], [-1.56566, 2.59463, -0.57022], [-2.74515, 3.33380, -0.70485], [-2.66981, 4.71009, -0.79179], [-1.42975, 5.33775, -0.73873], [-0.25931, 4.60100, -0.60029], [-0.31930, 3.22316, -0.51709], [-3.70329, 2.83526, -0.74327], [-3.56945, 5.29893, -0.89980], [-1.37480, 6.41618, -0.80522], [0.69511, 5.10630, -0.55782], [0.58121, 2.63536, -0.40807]], "forces_ev_per_angstrom": [[0.23, -0.38, 0.17], [0.03, 0.04, 0.03], [0.02, -0.12, 0.00], [0.03, 0.10, 0.03], [0.02, -0.04, 0.01], [-0.14, 0.19, -0.06], [0.01, -0.05, 0.00], [-0.05, -0.27, -0.04], [0.16, -0.17, 0.08], [0.14, 0.16, 0.15], [-0.08, -0.02, 0.00], [-0.17, -0.03, -0.11], [0.02, 0.02, 0.01], [0.13, -0.09, -0.12], [0.18, 0.06, 0.19], [-0.09, 0.01, -0.35], [-0.11, 0.47, 0.20], [-0.16, -0.05, 0.08], [0.03, -0.14, -0.07], [0.25, -0.09, 0.13], [-0.34, 0.42, -0.36], [-0.18, -0.06, 0.02], [0.02, 0.07, 0.01], [0.06, 0.00, 0.01], [-0.01, 0.01, 0.00], [-0.02, -0.01, 0.00], [0.01, 0.05, -0.01], [0.00, -0.03, 0.00], [-0.02, -0.01, 0.00], [0.00, 0.00, 0.00], [0.01, -0.01, 0.00], [0.00, -0.02, 0.00]]}